1.
Molecular formula: C27H23N4O2PPtS
Method: DFT, ωB97M-V with the def2-TZVPD basis set

Results
Charge = 0
HOMO-LUMO gap (spin up / spin down) = 5.90 / 6.09 eV

Structure (XYZ):
```
59
Properties=species:S:1:pos:R:3:forces:R:3:lowdin_charge:R:1
Pt 1.1396 2.4162 0.4296 -0.321 -0.284 -0.576 0.808
S 3.2726 2.2776 1.3909 -0.162 0.224 -0.068 0.535
C 2.9790 0.6039 1.8605 1.529 0.057 -0.178 -0.810
N 4.0519 -0.1177 2.1361 -0.731 0.371 -0.038 0.049
N 4.0253 -1.4170 2.3638 -0.312 -0.276 0.150 0.023
C 3.0436 -2.4296 2.1486 0.097 0.233 0.129 -0.239
C 2.2550 -2.4697 1.0042 0.062 0.030 -0.234 -0.051
C 1.3372 -3.4899 0.8389 -0.042 -0.033 -0.013 -0.086
C 1.2052 -4.4911 1.7970 0.004 -0.024 0.044 -0.095
C 2.0251 -4.4744 2.9142 -0.004 0.000 -0.050 -0.084
C 2.9452 -3.4474 3.0880 0.008 0.066 0.153 -0.030
N 1.7340 0.1313 2.0578 0.047 -0.161 0.327 0.020
N 0.8079 0.9049 1.6839 -0.365 -0.140 0.081 -0.188
C -0.4782 0.5039 2.1549 -0.508 -0.179 0.060 -0.248
C -0.6721 -0.7841 2.6574 0.071 -0.055 -0.128 -0.014
C -1.9334 -1.1867 3.0573 0.001 -0.062 0.027 -0.072
C -3.0068 -0.3067 3.0026 0.046 0.095 -0.026 -0.080
C -2.8008 0.9905 2.5537 -0.117 -0.053 0.038 -0.079
C -1.5472 1.3949 2.1257 0.238 -0.062 0.069 -0.060
H 4.8534 -1.7043 2.8524 0.187 -0.182 -0.083 0.140
H 2.3714 -1.7132 0.2377 -0.048 0.031 0.056 0.115
H 0.7176 -3.5099 -0.0500 0.045 0.007 0.016 0.104
H 0.4766 -5.2823 1.6676 0.042 0.044 -0.014 0.102
H 1.9443 -5.2560 3.6604 0.025 0.053 -0.031 0.105
H 3.5752 -3.4195 3.9721 -0.067 -0.006 -0.052 0.114
H 0.1716 -1.4581 2.7118 -0.084 -0.050 -0.032 0.095
H -2.0794 -2.2008 3.4121 0.026 0.068 0.007 0.106
H -3.9913 -0.6262 3.3209 0.020 0.017 -0.015 0.105
H -3.6237 1.6963 2.5336 0.063 -0.047 -0.011 0.110
H -1.3812 2.4089 1.8014 0.045 0.158 -0.132 0.089
O 0.7921 5.2932 -2.5293 0.153 -0.181 0.233 0.069
C 0.6017 4.4010 -1.7350 -0.106 0.065 0.095 -0.684
O 1.4815 3.9692 -0.8579 -0.041 0.061 -0.074 -0.280
C -0.7873 3.7077 -1.7109 0.171 -0.084 0.102 -0.230
P -0.4211 2.0178 -1.1840 0.211 0.114 0.005 0.901
C -1.9175 1.0091 -1.0734 -0.021 -0.011 0.134 -0.368
C -1.7767 -0.3805 -1.0724 -0.101 0.011 0.030 -0.088
C -2.8919 -1.1944 -0.9383 0.041 0.086 0.053 -0.067
C -4.1547 -0.6258 -0.8068 0.030 0.009 -0.003 -0.077
C -4.2968 0.7543 -0.7987 -0.044 0.008 -0.002 -0.079
C -3.1804 1.5714 -0.9219 -0.006 0.040 -0.083 -0.089
C 0.4380 1.3182 -2.6361 0.012 -0.093 0.015 -0.337
C 1.8211 1.1390 -2.6471 -0.157 -0.033 -0.143 -0.079
C 2.4531 0.6697 -3.7932 -0.046 -0.002 0.023 -0.067
C 1.7117 0.3735 -4.9265 0.025 -0.012 -0.002 -0.078
C 0.3328 0.5432 -4.9202 -0.062 0.016 -0.009 -0.076
C -0.3013 1.0135 -3.7817 0.011 0.032 0.049 -0.084
H -1.2640 3.7818 -2.6824 -0.006 0.063 -0.112 0.098
H -1.3956 4.2113 -0.9575 -0.025 -0.018 0.027 0.093
H -0.7921 -0.8221 -1.1885 -0.033 0.003 0.015 0.110
H -2.7763 -2.2716 -0.9303 -0.005 0.043 -0.023 0.107
H -5.0287 -1.2603 -0.7135 0.057 0.032 0.009 0.106
H -5.2815 1.1969 -0.6961 0.075 -0.018 -0.007 0.107
H -3.2968 2.6499 -0.9095 -0.011 -0.052 -0.011 0.105
H 2.4040 1.3765 -1.7710 0.076 0.068 0.124 0.075
H 3.5285 0.5424 -3.7989 -0.032 0.009 0.019 0.108
H 2.2074 0.0117 -5.8196 -0.020 0.013 0.039 0.105
H -0.2483 0.3135 -5.8057 0.026 0.014 0.047 0.105
H -1.3784 1.1460 -3.7787 0.036 -0.023 -0.027 0.111
```
Forces are in eV/Å.



2.
Molecular formula: C27H23N5O4SSrTe
Method: DFT, ωB97M-V with the def2-TZVPD basis set

Results
Relative energy (zero: lowest compared OMol25 entry of this formula, charge and spin) = 0.0 kcal per mole
Charge = 0
HOMO-LUMO gap = 8.45 eV

Structure (XYZ):
```
62
Properties=species:S:1:pos:R:3:forces:R:3:lowdin_charge:R:1
Sr -1.0736 -0.0732 -0.7857 -0.632 0.241 0.493 1.204
O 0.5285 0.0252 3.5176 -0.040 0.023 -0.073 0.046
C 0.1006 0.2647 2.3981 0.047 -0.174 -0.006 -0.622
O 0.1286 -0.5248 1.3754 -0.123 0.197 -0.252 -0.236
C -0.5502 1.6200 2.1262 0.152 -0.188 0.003 -0.217
C -0.3398 2.7215 2.9338 -0.206 0.172 -0.049 0.006
C -0.8918 3.9363 2.5292 0.012 -0.043 -0.008 -0.037
C -1.6017 4.0152 1.3382 0.027 -0.119 0.291 0.005
C -1.8005 2.8435 0.6232 0.000 -0.115 -0.201 -0.183
N -1.2974 1.6808 1.0257 0.319 0.254 0.031 0.040
C -2.4599 2.8130 -0.7601 -0.218 0.246 -0.240 -0.668
O -2.5442 3.8947 -1.3414 -0.049 -0.148 0.061 0.016
O -2.7862 1.6574 -1.1932 0.608 -0.021 0.061 -0.222
H 0.2522 2.6167 3.8323 -0.012 0.004 -0.013 0.120
H -0.7352 4.8268 3.1266 0.006 -0.014 -0.008 0.110
H -1.9869 4.9445 0.9438 -0.020 -0.018 0.011 0.123
C -0.0619 -6.0399 1.0555 0.046 0.009 -0.010 -0.086
N -0.4482 -5.1703 -0.0377 0.007 -0.013 -0.010 -0.056
C -0.3880 -3.8339 -0.0244 -0.008 0.018 0.045 -0.868
N 0.1935 -3.2424 1.0125 -0.016 -0.038 -0.068 0.153
S -1.0927 -3.0019 -1.3543 0.253 -0.093 0.040 0.529
H -0.5321 -7.0073 0.9055 0.015 0.004 -0.001 0.087
H -0.4244 -5.6512 2.0090 -0.020 -0.005 -0.009 0.074
H 1.0212 -6.1756 1.1078 -0.006 0.031 -0.012 0.090
H -0.9283 -5.5681 -0.8269 -0.032 0.013 0.021 0.113
H 0.6135 -3.8018 1.7354 0.003 -0.037 0.028 0.104
H 0.2173 -2.2187 1.1563 -0.020 0.006 -0.007 0.050
Te 0.1021 1.8470 -3.3948 0.011 -0.103 -0.085 1.396
C 1.9462 1.0047 -3.9899 0.025 -0.051 -0.069 -0.550
C 2.2589 -0.3211 -3.7035 -0.051 0.011 -0.024 -0.149
C 3.4921 -0.8440 -4.0710 0.011 0.015 -0.013 -0.082
C 4.4156 -0.0451 -4.7285 -0.002 -0.012 0.007 -0.084
C 4.1039 1.2747 -5.0255 -0.020 0.004 0.003 -0.081
C 2.8712 1.7986 -4.6628 0.023 -0.003 0.040 -0.137
C 0.9565 2.8044 -1.7172 -0.137 0.168 -0.006 -0.540
C 0.6630 4.1463 -1.4887 0.041 -0.099 0.016 -0.138
C 1.2213 4.7855 -0.3926 0.041 0.008 0.056 -0.077
C 2.0567 4.0942 0.4763 -0.029 0.036 -0.034 -0.081
C 2.3349 2.7545 0.2534 -0.012 -0.070 -0.034 -0.074
C 1.7849 2.1070 -0.8466 0.014 0.003 0.074 -0.149
H 1.5380 -0.9581 -3.2043 0.001 -0.009 0.022 0.081
H 3.7282 -1.8755 -3.8432 -0.010 0.005 -0.001 0.105
H 5.3772 -0.4521 -5.0137 -0.005 0.006 0.001 0.104
H 4.8205 1.8983 -5.5443 -0.003 0.000 0.004 0.105
H 2.6340 2.8293 -4.8956 -0.003 -0.011 -0.002 0.096
H -0.0147 4.6777 -2.1430 0.012 0.001 -0.001 0.100
H 0.9932 5.8287 -0.2128 0.005 -0.009 0.006 0.112
H 2.4844 4.5975 1.3343 -0.013 0.001 -0.009 0.108
H 2.9704 2.2050 0.9368 -0.004 0.008 -0.012 0.114
H 2.0242 1.0634 -1.0266 0.027 0.000 -0.002 0.096
N -3.3013 -5.9272 1.4368 -0.032 0.093 0.052 0.176
C -3.2666 -4.8112 1.7131 -0.026 0.010 -0.074 -0.177
C -3.1567 -3.4161 2.0476 -0.004 -0.126 0.049 -0.215
C -2.7778 -3.0272 3.3291 0.021 0.064 0.030 -0.006
C -2.6321 -1.6783 3.5837 -0.029 -0.075 -0.018 -0.025
C -2.8506 -0.7862 2.5450 -0.060 0.210 -0.084 -0.119
N -3.1947 -1.1414 1.3049 0.127 -0.353 0.033 0.083
C -3.3636 -2.4429 1.0745 -0.052 0.112 0.002 -0.124
H -2.6010 -3.7691 4.0963 0.001 -0.009 0.002 0.125
H -2.3274 -1.3155 4.5547 -0.006 0.005 -0.014 0.119
H -2.7409 0.2781 2.7126 0.025 -0.023 -0.007 0.112
H -3.6623 -2.7352 0.0771 0.019 0.002 -0.024 0.100
```
Forces are in eV/Å.



3.
Molecular formula: C27H24BaN10O3S
Method: DFT, ωB97M-V with the def2-TZVPD basis set

Results
Relative energy (zero: lowest compared OMol25 entry of this formula, charge and spin) = 22.4 kcal per mole
Charge = 0
HOMO-LUMO gap = 6.54 eV

Structure (XYZ):
```
66
Properties=species:S:1:pos:R:3:forces:R:3:lowdin_charge:R:1
Ba 0.2540 0.9944 -0.7030 0.453 -0.226 1.257 1.820
O 0.0377 -1.7489 -3.2124 -0.124 -0.101 -0.052 -0.053
C 0.6653 -0.6672 -3.1125 0.265 0.081 0.221 -0.634
N 0.2735 0.5786 -3.2628 -0.234 0.180 0.208 -0.083
C -1.0547 0.8757 -3.7466 0.205 0.049 -0.022 -0.226
C -1.3574 0.4145 -5.0223 -0.216 -0.034 0.025 -0.047
C -2.5499 0.7299 -5.6540 0.083 -0.057 -0.025 -0.105
C -3.4659 1.5310 -4.9981 -0.037 0.050 0.069 -0.102
C -3.1936 2.0086 -3.7247 -0.022 -0.025 -0.094 -0.024
C -1.9956 1.7167 -3.0622 0.057 -0.169 -0.028 -0.220
N -1.6979 2.2202 -1.7750 0.445 -0.131 0.220 -0.132
C -2.5811 2.7814 -0.9489 -0.052 0.207 -0.033 -0.517
O -3.7804 3.0262 -1.1021 -0.043 -0.070 -0.006 -0.002
C -2.0253 3.2545 0.4417 -0.020 0.161 -0.218 -0.197
C -2.9220 3.8976 1.2943 -0.098 -0.078 -0.091 0.003
C -2.4729 4.4107 2.4948 -0.105 0.054 0.040 -0.052
C -1.1342 4.2870 2.8367 0.150 -0.052 0.018 -0.077
C -0.3038 3.6244 1.9503 -0.220 0.157 0.195 -0.176
N -0.7405 3.1253 0.7977 0.066 -0.333 -0.642 -0.047
C 2.1363 -0.8606 -2.6194 -0.299 -0.102 -0.514 -0.233
C 2.8289 -1.9366 -3.1757 0.046 -0.019 0.007 -0.006
C 4.1376 -2.1664 -2.7987 -0.029 -0.006 -0.026 -0.053
C 4.7201 -1.3353 -1.8501 -0.004 0.042 0.034 -0.065
C 3.9524 -0.3161 -1.3204 0.023 -0.028 0.012 -0.164
N 2.6913 -0.0797 -1.6890 -0.250 0.190 -0.259 -0.012
H -0.6246 -0.2098 -5.5172 0.004 0.007 -0.012 0.111
H -2.7533 0.3553 -6.6493 0.007 -0.004 0.002 0.094
H -4.4032 1.7929 -5.4734 -0.002 0.002 0.006 0.096
H -3.9128 2.6243 -3.2101 -0.003 0.007 -0.007 0.092
H -3.9499 3.9838 0.9743 0.010 -0.008 -0.015 0.117
H -3.1591 4.9220 3.1584 -0.006 -0.007 -0.004 0.110
H -0.7418 4.6977 3.7573 0.011 -0.007 -0.005 0.104
H 0.7533 3.4994 2.1651 -0.002 -0.012 0.015 0.109
H 2.3211 -2.5620 -3.8956 -0.007 0.010 -0.003 0.120
H 4.7018 -2.9780 -3.2404 0.001 -0.002 0.006 0.110
H 5.7434 -1.4710 -1.5285 0.000 0.001 0.000 0.104
H 4.3603 0.3484 -0.5660 0.004 -0.004 0.000 0.109
C -0.2879 -5.1852 -0.1808 -0.003 0.005 -0.005 0.002
C -1.0709 -4.1335 0.5092 -0.020 -0.032 -0.012 -0.332
N -2.0855 -4.3312 1.2841 -0.004 0.010 0.014 0.125
N -2.4700 -3.0738 1.6545 0.029 0.044 -0.019 0.022
C -1.7266 -2.0894 1.1255 -0.024 -0.070 -0.012 -0.779
S -1.9732 -0.4456 1.2983 -0.024 0.099 -0.037 0.578
N -0.8011 -2.7845 0.3965 0.023 -0.023 -0.016 -0.082
N 0.2142 -2.2019 -0.3583 -0.229 0.096 -0.249 0.097
H -0.7565 -6.1458 0.0147 0.009 -0.006 0.000 0.088
H 0.7413 -5.2171 0.1814 -0.003 0.011 0.001 0.085
H -0.2665 -5.0074 -1.2567 -0.001 0.014 0.002 0.091
H -3.2811 -2.9304 2.2301 -0.009 -0.017 -0.003 0.151
H 1.0761 -2.7005 -0.1702 0.055 0.101 0.029 0.101
H -0.0031 -2.2712 -1.3657 0.044 -0.062 -0.027 0.072
N -0.2537 1.6280 5.2363 0.011 -0.018 0.027 0.190
C 0.8704 0.8924 5.4174 0.022 0.055 -0.012 -0.494
O 1.3580 0.7106 6.5160 -0.009 -0.013 -0.002 0.061
C 1.5211 0.3127 4.1901 0.006 -0.030 0.031 -0.103
C 2.7130 -0.3824 4.3531 -0.009 -0.020 -0.038 0.012
C 3.3150 -0.9444 3.2414 -0.012 0.006 0.007 -0.035
C 2.7047 -0.7876 2.0061 0.008 -0.048 0.012 -0.143
N 1.5618 -0.1263 1.8316 0.158 0.176 0.052 -0.005
C 0.9923 0.4077 2.9118 -0.071 -0.042 0.003 -0.133
H -0.7156 1.9654 6.0633 -0.001 0.007 -0.005 0.118
H -0.7045 1.7568 4.3491 -0.006 -0.014 -0.018 0.076
H 3.1331 -0.4726 5.3457 -0.006 0.010 0.007 0.125
H 4.2413 -1.4963 3.3207 -0.002 -0.001 0.015 0.109
H 3.1504 -1.2179 1.1154 -0.001 0.022 -0.009 0.091
H 0.0463 0.9023 2.7271 0.009 0.020 -0.011 0.043
```
Forces are in eV/Å.



4.
Molecular formula: C27H24Cl2NO
Method: DFT, ωB97M-V with the def2-TZVPD basis set

Results
SMILES = CC(=O)/[NH+]=C(/CC(c1ccc(Cl)cc1)c1ccc(Cl)cc1)C1=CCCc2ccccc21
Charge = +1
HOMO-LUMO gap = 6.12 eV

Structure (XYZ):
```
55
Properties=species:S:1:pos:R:3:forces:R:3:lowdin_charge:R:1
C -4.0833 -4.8367 -1.8579 -0.432 -0.007 -0.198 0.027
C -3.2449 -4.8840 -0.6202 1.817 -1.952 0.637 -0.426
N -3.6020 -3.8813 0.3557 0.233 0.837 0.301 0.148
C -2.5987 -2.9998 0.7021 -0.108 -0.496 -1.142 -0.098
C -1.5551 -3.4086 1.5834 0.791 0.134 0.079 -0.093
C -0.2352 -3.1542 1.2886 -0.813 -0.111 -0.508 0.063
C 0.8343 -3.4673 2.2521 0.205 -0.053 0.788 -0.132
C 0.3737 -3.1330 3.6956 0.470 0.546 -0.257 -0.116
C -1.0364 -3.5432 3.9928 -0.387 0.243 -0.326 -0.165
C -1.5225 -3.4437 5.2958 -0.216 -0.376 -0.196 -0.020
C -2.8363 -3.7984 5.5793 -0.328 -0.020 -0.158 -0.052
C -3.6568 -4.3371 4.5736 0.444 -0.030 -0.172 -0.063
C -3.1790 -4.4049 3.2606 -0.048 -0.027 0.343 -0.039
C -1.9173 -3.8787 2.9449 -0.221 -0.476 0.749 -0.118
C -2.5279 -1.7058 -0.0700 1.311 -1.217 -0.134 -0.049
O -2.3082 -5.6361 -0.4347 -1.374 1.378 -0.316 0.132
H -3.5883 -4.1934 -2.6094 -0.158 -0.251 0.360 0.110
H -4.1554 -5.8519 -2.2600 -0.007 0.270 0.019 0.105
H -5.0855 -4.4249 -1.6582 0.326 -0.207 -0.157 0.095
H -4.5146 -3.4793 0.1822 0.180 0.548 -0.378 0.136
H 0.0276 -2.8305 0.2779 -0.040 0.082 0.335 0.139
H 1.0887 -4.5385 2.2047 -0.117 0.125 -0.190 0.150
H 1.7486 -2.9138 2.0023 -0.215 -0.206 0.018 0.130
H 1.0599 -3.5802 4.4297 -0.198 0.063 -0.300 0.135
H 0.4523 -2.0437 3.8380 0.035 -0.173 -0.010 0.133
H -0.8574 -3.0728 6.0740 -0.166 -0.142 -0.078 0.126
H -3.2337 -3.6576 6.5838 0.129 -0.134 -0.220 0.114
H -4.6683 -4.6814 4.8035 0.411 0.026 -0.024 0.113
H -3.7597 -4.8751 2.4645 -0.055 0.373 0.409 0.116
H -1.5117 -1.3110 0.0923 -0.287 -0.138 -0.036 0.134
H -2.5612 -1.9877 -1.1461 -0.420 0.078 0.522 0.157
Cl -3.7408 2.8863 -4.6692 0.030 0.221 -0.348 0.716
C -3.6332 1.8698 -3.2972 0.010 -0.421 0.810 -0.680
C -2.6500 2.1101 -2.3288 -0.168 -0.155 -0.111 -0.082
C -2.6209 1.3285 -1.1754 -0.331 -0.002 -0.028 -0.023
C -3.5647 0.3153 -0.9939 0.219 -0.609 0.250 -0.210
C -3.4774 -0.5821 0.2558 -0.922 2.050 0.412 -0.200
C -4.8239 -0.9605 0.8967 0.084 0.377 0.015 -0.176
C -4.8098 -1.7807 2.0265 -0.301 -0.005 -0.117 -0.056
C -5.9890 -2.2663 2.5858 -0.125 0.197 -0.371 -0.077
C -7.2141 -1.8699 2.0314 0.709 0.290 -0.217 -0.675
Cl -8.6725 -2.5064 2.6701 -0.264 -0.139 0.069 0.715
C -7.2527 -0.9178 1.0072 0.412 -0.077 0.325 -0.070
C -6.0489 -0.4143 0.4991 -0.287 -0.358 -0.134 -0.020
C -4.4741 0.0139 -2.0095 0.054 0.333 -0.213 -0.055
C -4.5479 0.8225 -3.1468 0.253 -0.137 0.266 -0.079
H -1.9237 2.9050 -2.4809 -0.189 -0.134 0.019 0.113
H -1.8703 1.5027 -0.3966 -0.270 0.075 -0.323 0.125
H -2.9809 0.0334 1.0271 -0.055 -0.206 -0.211 0.157
H -3.8562 -2.0053 2.5062 -0.175 -0.222 -0.069 0.118
H -5.9563 -2.9688 3.4111 -0.072 0.206 0.005 0.098
H -8.2068 -0.5819 0.6058 0.216 0.026 0.228 0.116
H -6.0831 0.4089 -0.2146 -0.021 -0.450 0.057 0.119
H -5.1511 -0.8390 -1.8908 0.194 0.408 -0.163 0.121
H -5.3086 0.6440 -3.9033 0.233 0.045 0.087 0.113
```
Forces are in eV/Å.